The following is a DFT calculation (the ωB97M-V functional and the def2-TZVPD basis) of 2 unconnected molecules or ions with the total composition C6H5FNO2S in a non-equilibrium geometry.

Properties
HOMO-LUMO gap (alpha / beta), eV: 7.3 / 7.3
Max |F|, eV/Å: 4.7
HOMO energy (alpha / beta), eV: -4.01 / -4.01
ΔE to the lowest compared entry with this formula, charge and spin, kJ/mol: 473.4
Energy, eV: -25436.3526

```
! wB97M-V def2-TZVPD RIJCOSX def2/J DEFGRID3
* xyz -1 1
C 1.08425 -0.18752 0.20886
C 0.45272 1.07845 0.36586
C 0.36141 -1.23129 -0.30768
C -0.93584 1.20362 0.28345
C -0.96822 -0.97121 -0.75465
C -1.57053 0.20368 -0.40481
N -3.79275 0.84932 -0.80492
O -4.26080 -1.65607 -0.47292
O -3.97064 -0.17323 1.51934
F -3.79252 2.02240 -0.19180
S -4.64600 -0.39038 0.21663
H 2.16513 -0.23604 0.26610
H 0.96198 1.95924 0.74966
H 0.96740 -2.18681 -0.32994
H -1.62337 1.92305 0.77613
H -1.50164 -1.80719 -1.32785
*
```


The following is a DFT calculation (the ωB97M-V functional and the def2-TZVPD basis) of a molecular structure, C40H30Cl4NO6PSSeTa.

Properties
HOMO-LUMO gap, eV: 7.7
Max |F|, eV/Å: 0.5
HOMO energy, eV: -11.12
ΔE to the lowest compared entry with this formula, charge and spin, kJ/mol: 0.0
Energy, eV: -192854.3823

```
! wB97M-V def2-TZVPD RIJCOSX def2/J DEFGRID3
* xyz 1 1
Ta -0.08289 -1.85108 -0.40387
Cl 3.10410 -5.70098 -4.98654
C 1.97686 -5.11675 -3.83479
C 0.96438 -5.95478 -3.35542
Cl 0.84408 -7.56981 -3.91749
C 0.04189 -5.48634 -2.41589
Cl -1.22144 -6.46550 -1.79645
C 0.16227 -4.18445 -1.97575
O -0.65600 -3.57620 -1.07282
C 1.17106 -3.35134 -2.44694
O 1.13925 -2.09831 -1.92096
C 2.08201 -3.79865 -3.38210
Cl 3.30294 -2.72728 -3.93427
O 0.37702 0.06689 -0.51942
P 0.35700 1.59873 -0.81312
C -0.89772 2.38396 0.15938
C -2.06399 2.86269 -0.43512
C -3.06752 3.38915 0.36185
C -2.90643 3.43482 1.73861
C -1.74094 2.96250 2.33092
C -0.73192 2.43678 1.54588
C 1.97467 2.24528 -0.45766
C 3.07122 1.53884 -0.95323
C 4.34312 2.06325 -0.80791
C 4.51998 3.28334 -0.16704
C 3.42850 3.98637 0.32446
C 2.14846 3.47450 0.17490
C 0.02812 1.82882 -2.55141
C 0.30583 3.07244 -3.11897
C 0.01974 3.29547 -4.45495
C -0.53594 2.28069 -5.22366
C -0.80623 1.04113 -4.66247
C -0.52644 0.81287 -3.32440
H -2.19328 2.81578 -1.50902
H -3.98511 3.74063 -0.08818
H -3.70222 3.82626 2.35825
H -1.62981 2.99442 3.40665
H 0.17613 2.05822 2.00035
H 2.92748 0.58808 -1.45558
H 5.19694 1.52244 -1.19476
H 5.51592 3.69171 -0.05484
H 3.57264 4.93704 0.81999
H 1.29413 4.02280 0.55148
H 0.75030 3.85900 -2.52048
H 0.23493 4.25793 -4.89849
H -0.75444 2.45648 -6.26841
H -1.23138 0.25134 -5.26662
H -0.72774 -0.16072 -2.89697
C 3.78501 2.38450 3.62347
C 3.11841 1.16203 3.05685
C 3.77348 0.34359 2.14844
C 3.18380 -0.80275 1.62692
C 3.94303 -1.64618 0.63964
C 1.89155 -1.12203 2.05508
Se 1.13650 -2.82933 1.49098
C 1.19414 -0.32847 2.97199
C -0.19945 -0.64734 3.43741
C 1.83336 0.80774 3.45442
H 4.70857 2.61174 3.09301
H 4.02842 2.23826 4.67714
H 3.12972 3.25421 3.55673
H 4.77898 0.59930 1.83523
H 4.89903 -1.18279 0.39929
H 3.38391 -1.78016 -0.28998
H 4.14287 -2.64329 1.03575
H -0.94111 -0.43200 2.66179
H -0.46025 -0.04180 4.30380
H -0.30266 -1.69755 3.71044
H 1.31428 1.42632 4.17982
O -4.58846 0.68601 3.07249
S -4.72092 0.34225 1.69212
O -5.47804 1.18089 0.81614
N -3.18339 0.14749 1.05816
C -3.01290 -1.06983 0.72423
O -1.86113 -1.48030 0.22146
C -4.12181 -2.02252 0.92107
C -4.18582 -3.37116 0.62361
C -5.37089 -4.03556 0.92021
C -6.44566 -3.36277 1.49328
C -6.37518 -2.00307 1.78860
C -5.19606 -1.36046 1.48948
H -3.34501 -3.88770 0.17754
H -5.46028 -5.09108 0.70275
H -7.35492 -3.90590 1.71243
H -7.21062 -1.47879 2.23148
*
```


The following is a DFT calculation (the ωB97M-V functional and the def2-TZVPD basis) of a molecular structure, C12H32BiIOP2Si in a non-equilibrium geometry.

Properties
HOMO-LUMO gap (alpha / beta), eV: 5.5 / 5.5
Max |F|, eV/Å: 5.9
HOMO energy (alpha / beta), eV: -14.80 / -14.80
ΔE to the lowest compared entry with this formula, charge and spin, kJ/mol: 324.8
Energy, eV: -55387.6260

```
! wB97M-V def2-TZVPD RIJCOSX def2/J DEFGRID3
* xyz 2 1
C -0.29212 -2.85737 -1.82228
I 2.11978 -2.71172 -0.42412
H -1.28741 -2.29195 -2.02971
H -0.63344 -3.82738 -1.43038
H 0.15668 -2.97944 -2.82617
Bi -0.03960 -1.01737 -0.59173
P -1.61195 -2.32821 1.50814
C -0.46026 -3.22714 2.57718
C -2.81933 -1.53107 2.63023
H -3.29204 -2.32847 3.22219
H -3.18384 -4.19142 1.44974
H -3.59432 -0.99845 2.05747
H -3.27461 -3.20435 -0.07570
H 0.25741 -2.53387 3.03604
H -2.32849 -0.81804 3.30636
C -2.58550 -3.66370 0.67247
H -1.05791 -3.69565 3.37018
H -1.91692 -4.38981 0.15667
H 0.09611 -4.00532 2.03827
P 1.23823 0.46092 -2.66086
C 3.03397 0.28717 -2.53534
C 0.81144 -0.51963 -4.12951
H -0.01671 2.37448 -3.54027
H 1.64975 2.26366 -4.25027
H 1.38990 2.95730 -2.58647
C 1.05297 2.20199 -3.32064
H -0.26927 -0.46741 -4.31078
H 1.33785 -0.10266 -4.99807
H 3.50608 0.85312 -3.34433
H 3.32618 -0.76217 -2.60165
H 1.08902 -1.56655 -3.99418
H 3.38856 0.67755 -1.57876
C 2.04084 -0.22146 1.35626
O 3.01512 -0.36806 1.93991
C 1.25245 2.50034 2.67045
Si -0.08901 2.55266 1.35222
C -1.34020 3.80100 2.10180
C 0.60658 3.36374 -0.14399
C -0.73701 0.81819 0.96949
H 1.36745 3.43259 3.24710
H 2.23057 2.28234 2.22869
H 1.03463 1.70293 3.38992
H -0.80428 4.64357 2.57682
H -2.02218 4.25706 1.36148
H -1.97689 3.36056 2.88410
H 1.53094 2.88186 -0.41827
H -0.06735 3.29402 -0.98309
H 0.82477 4.41328 0.00999
H -0.89812 0.28743 1.93021
H -1.75851 0.94092 0.55315
*
```